{"formula": "C29H57F2N2O4S", "method": "wB97M-V/def2-TZVPD", "symbols": ["C", "C", "C", "N", "C", "F", "C", "C", "C", "N", "C", "C", "F", "C", "C", "C", "C", "S", "C", "C", "C", "C", "O", "C", "C", "O", "C", "C", "C", "C", "C", "C", "H", "H", "H", "H", "H", "H", "H", "H", "H", "H", "H", "H", "H", "H", "H", "H", "H", "H", "H", "H", "H", "H", "H", "H", "H", "H", "H", "H", "H", "H", "H", "H", "H", "H", "H", "H", "H", "H", "H", "H", "H", "H", "H", "H", "H", "H", "H", "H", "H", "H", "H", "O", "C", "O", "C", "C", "C", "H", "H", "H", "H", "H", "H"], "positions_angstrom": [[-0.4835, -0.3157, 4.8131], [-0.6910, 0.4046, 3.3171], [0.6845, 0.2035, 2.5043], [0.8062, 0.7195, 1.0741], [2.3277, 0.5989, 0.8182], [2.8110, 1.2854, -0.4018], [2.9376, -0.9102, 0.7354], [3.4109, -1.3663, -0.8039], [0.4374, 2.1843, 1.0717], [1.3827, 3.1139, 1.8041], [0.1987, 2.8830, -0.4126], [-0.3657, 1.8841, -1.5673], [-1.1463, 2.5311, -2.6574], [-1.1710, 0.6712, -0.7724], [-2.4999, 1.0998, 0.0405], [-3.2160, 2.5166, -0.3501], [-4.6510, 2.5963, 0.5050], [-6.0587, 1.8482, -0.4777], [-1.7699, -0.2720, -2.0218], [-0.6624, -0.7751, -3.0980], [-1.3465, -1.7645, -4.2589], [-0.7543, -1.3698, -5.7724], [-0.4009, -2.6257, -6.5011], [0.9239, -3.1184, -6.0941], [0.0150, -0.1261, 0.0472], [-0.1908, -1.5066, 0.3751], [-1.4116, -2.0042, 0.8798], [-1.4104, -3.6518, 0.5604], [-1.3576, -4.5112, 1.9949], [-2.7198, -4.1933, -0.2383], [-2.6598, -3.9490, -1.8927], [-4.1773, -3.7680, 0.4160], [0.6450, -0.0858, 5.1238], [-0.6369, -1.4771, 4.7806], [-1.1642, 0.2057, 5.6202], [-1.6724, -0.0308, 2.8906], [-0.7996, 1.5664, 3.5704], [0.9414, -0.9556, 2.6198], [1.5034, 0.7254, 3.2055], [2.9733, 1.0991, 1.6916], [3.9509, -0.9851, 1.3652], [2.2678, -1.7782, 1.1205], [3.4171, -2.5476, -0.8617], [4.5055, -0.9506, -1.0102], [2.7134, -0.9492, -1.6429], [-0.6194, 2.4280, 1.5769], [1.4615, 4.0514, 1.3489], [1.0626, 3.2429, 2.7968], [-0.4702, 3.8599, -0.2635], [1.2685, 3.3013, -0.7336], [0.6127, 1.4933, -2.1343], [-2.3302, 1.1361, 1.1969], [-3.3334, 0.2615, -0.1314], [-3.4420, 2.6030, -1.4954], [-2.5924, 3.4563, 0.0412], [-4.8792, 3.7399, 0.7567], [-4.4401, 2.0586, 1.5429], [-5.5059, 1.5726, -1.7639], [-2.5530, 0.3993, -2.6241], [-2.3788, -1.1949, -1.6463], [0.2333, -1.4098, -2.6298], [-0.1647, 0.1079, -3.7198], [-1.0502, -2.9018, -4.1109], [-2.5307, -1.6351, -4.2233], [0.2406, -0.7564, -5.6908], [-1.5669, -0.7274, -6.3252], [1.2976, -3.9015, -6.8994], [1.7521, -2.2919, -6.0219], [0.8595, -3.6885, -5.0646], [0.8280, -0.2166, -0.8401], [-1.3704, -1.9994, 2.0744], [-2.4290, -1.6188, 0.4811], [-0.4326, -3.9578, -0.0248], [-2.0229, -3.9572, 2.8164], [-1.8686, -5.5841, 1.8818], [-0.2761, -4.5593, 2.4464], [-2.6902, -5.3848, -0.1403], [-1.5509, -3.5568, -2.0919], [-3.4285, -3.1490, -2.2624], [-2.7222, -4.9797, -2.4908], [-4.1885, -3.7242, 1.5841], [-4.5597, -2.7736, -0.1057], [-4.9511, -4.6075, 0.0818], [7.6112, 4.1315, 4.0180], [6.6031, 4.1264, 3.3311], [5.8991, 3.0027, 3.0056], [4.8486, 3.3525, 2.1056], [4.6111, 4.8238, 2.3242], [5.9844, 5.3298, 2.6868], [5.1757, 3.1315, 1.0842], [3.9581, 2.7578, 2.3292], [4.1762, 5.3235, 1.4545], [3.9309, 4.9678, 3.1725], [6.5658, 5.5994, 1.8007], [5.9316, 6.1678, 3.3856]], "gap_ev": 8.88, "largest_force_ev_per_a": 5.84, "charge": 1, "lumo_ha": -0.0921}

---

{"formula": "C24H29BrN4O4Ti", "method": "wB97M-V/def2-TZVPD", "symbols": ["Ti", "O", "C", "C", "C", "C", "C", "C", "C", "O", "N", "N", "C", "C", "Br", "C", "C", "C", "C", "C", "C", "C", "H", "H", "H", "H", "H", "H", "H", "H", "H", "H", "H", "H", "H", "H", "C", "O", "C", "O", "N", "N", "H", "H", "H", "H", "H", "H", "C", "C", "C", "C", "C", "C", "H", "H", "H", "H", "H", "H", "H", "H", "H"], "positions_angstrom": [[1.0964, 0.6672, 0.7621], [0.5923, 2.0870, 4.5958], [-0.6970, 2.5774, 4.5835], [-1.1611, 3.3400, 5.6689], [-2.4796, 3.7600, 5.7048], [-3.3380, 3.5880, 4.6187], [-2.8386, 2.8799, 3.5219], [-1.5532, 2.3601, 3.4805], [-1.1616, 1.4514, 2.3427], [0.2229, 1.1260, 2.4373], [-1.2788, 2.1359, 1.0654], [-0.7694, 1.2498, 0.0064], [-0.9317, 1.7284, -1.2838], [-0.9748, 1.0380, -2.4353], [2.3148, 2.0019, -0.8491], [-1.0022, 0.4005, -3.6059], [-2.1909, 0.1024, -4.3805], [-2.0337, -0.3724, -5.6952], [-3.2099, -0.4947, -6.4342], [-4.4518, -0.0270, -5.9108], [-4.5762, 0.3196, -4.5693], [-3.3982, 0.4086, -3.7845], [0.5769, 1.5354, 3.7384], [-0.4547, 3.5117, 6.5495], [-2.8311, 4.1687, 6.6433], [-4.3747, 3.9312, 4.6596], [-3.5226, 2.5663, 2.7512], [-1.7424, 0.5247, 2.3501], [-2.2840, 2.1337, 0.8478], [-1.1455, 2.8572, -1.4513], [-0.0448, 0.1106, -4.0404], [-1.0659, -0.6219, -6.1830], [-3.1968, -0.9661, -7.3956], [-5.3517, -0.1362, -6.5179], [-5.5026, 0.4743, -4.0753], [-3.3555, 0.7849, -2.7546], [4.7887, -2.1137, 1.1013], [4.0942, -0.8530, 1.1201], [3.6282, -0.3228, 2.2374], [2.7220, 0.5500, 2.1166], [4.3097, -0.4769, 3.3899], [3.9906, 0.3931, 4.4520], [5.3319, -2.1580, 0.1406], [4.0710, -2.9579, 1.1653], [5.5442, -2.2003, 1.8683], [4.5447, -1.3993, 3.7466], [3.1791, 0.9140, 4.1166], [4.7652, 1.0328, 4.7226], [1.9959, -2.2372, -2.6589], [1.1296, -2.8385, -1.5819], [-0.2773, -3.0245, -2.0422], [1.7505, -4.0488, -0.9517], [1.0540, -1.8500, -0.5505], [0.8977, -1.1740, 0.4639], [2.0683, -2.9244, -3.5052], [3.0616, -2.0803, -2.3592], [1.5764, -1.2737, -2.9483], [-0.3077, -3.8854, -2.7289], [-0.6321, -2.1496, -2.6151], [-0.9817, -3.1657, -1.2161], [1.9110, -4.7702, -1.7560], [1.1352, -4.4351, -0.1757], [2.7646, -3.7530, -0.5125]], "gap_ev": [6.24, 4.91], "s2": 0.776, "largest_force_ev_per_a": 3.37, "charge": 1, "lumo_ha": [-0.1528, -0.2016], "multiplicity": 2}

---

{"formula": "C20H23N3O", "method": "wB97M-V/def2-TZVPD", "symbols": ["O", "N", "C", "C", "C", "C", "C", "C", "C", "C", "C", "C", "C", "C", "C", "C", "N", "N", "C", "C", "C", "C", "C", "C", "H", "H", "H", "H", "H", "H", "H", "H", "H", "H", "H", "H", "H", "H", "H", "H", "H", "H", "H", "H", "H", "H", "H"], "positions_angstrom": [[-0.3092, 0.8362, -1.9799], [-0.1073, 0.9186, 2.7073], [0.2875, 0.7626, -0.8940], [2.5461, 1.5713, -1.6357], [1.7338, 0.6919, -0.8514], [-1.4033, 1.4034, 2.8799], [0.3759, 0.4753, 1.5490], [-2.2479, 1.2961, 1.7774], [1.2898, -4.4334, -0.7672], [1.2158, -3.4893, -1.7350], [1.6404, -4.0210, 0.5204], [-1.7403, 0.8404, 0.5453], [1.5400, -2.1476, -1.4858], [2.0945, -2.6857, 0.6845], [-0.3688, 0.6778, 0.4393], [2.0300, -1.7464, -0.2316], [2.0813, 2.7093, -2.2943], [-1.9077, 1.8184, 4.0827], [2.0917, 2.7855, -3.7684], [1.9848, 3.9266, -1.4220], [-3.1936, 1.3474, 4.6548], [-0.9880, 2.4936, 4.9934], [1.8407, 0.1985, 1.5320], [2.3543, -0.2327, 0.2012], [3.6529, 1.3939, -1.4496], [-3.3503, 1.2892, 1.9190], [0.8888, -5.4190, -0.9185], [1.0478, -3.7216, -2.7727], [1.8150, -4.6537, 1.3807], [-2.3971, 0.6516, -0.3239], [1.2202, -1.3983, -2.1140], [2.4733, -2.3528, 1.6188], [2.3897, 3.7614, -4.2018], [1.0329, 2.6467, -4.1327], [2.5638, 2.0056, -4.3514], [2.7439, 4.6891, -1.6206], [1.0298, 4.4640, -1.6220], [1.9863, 3.6515, -0.3440], [-3.3651, 1.7833, 5.6071], [-3.3788, 0.2888, 4.6084], [-4.0507, 1.7175, 4.1079], [-0.5164, 3.3516, 4.6230], [-0.1215, 1.9175, 5.2038], [-1.4267, 2.6161, 6.0070], [1.8357, -0.6652, 2.1790], [2.4531, 1.0536, 1.7361], [3.5041, -0.1960, 0.2299]], "gap_ev": 7.96, "smiles": "CN(C)/C=C1\\C(=O)c2ccc(N(C)C)nc2C[C@H]1c1ccccc1", "largest_force_ev_per_a": 5.24, "charge": 0, "lumo_ha": -0.0021}